Record 1
Formula: C2H5OP
Source: the OMol25 dataset
Level of theory: the ωB97M-V functional and the def2-TZVPD basis

Summary:
highest occupied orbital energy (alpha / beta): -9.331 / -8.289 eV
orbital gap (alpha / beta): 8.683 / 7.936 eV
largest force on an atom: 3.3 eV Å⁻¹

ORCA input file:
```
! RIJCOSX wB97M-V def2-TZVPD def2/J DEFGRID3
* xyz 0 1
H 0.45358 0.61796 -1.47300
C 0.23865 -0.27217 0.65530
H -0.05419 -1.17917 1.07784
H -1.80475 -0.27656 -1.06383
P 0.00954 1.43603 1.03655
C -0.19973 0.43995 -0.52245
H 2.66007 0.14818 0.12055
H -1.28461 1.17311 1.63980
O -1.49835 0.60480 -0.99065
*
```

=====

Record 2
Formula: C2H5OP
Source: the OMol25 dataset
Level of theory: the ωB97M-V functional and the def2-TZVPD basis

Summary:
highest occupied orbital energy: -9.022 eV
orbital gap: 10.014 eV
largest force on an atom: 3.4 eV Å⁻¹

ORCA input file:
```
! RIJCOSX wB97M-V def2-TZVPD def2/J DEFGRID3
* xyz 0 1
H 0.91260 1.23216 1.31692
H -0.93282 1.01178 -1.29929
C -0.05442 0.80143 -0.72077
H 0.96873 1.16733 -0.96909
H -1.33126 -0.72902 -0.05633
P -0.42941 1.19257 1.14442
O 0.60811 -1.55725 0.31279
H 0.51144 -1.79914 1.24190
C -0.33055 -0.44213 0.03072
*
```

=====

Record 3
Formula: C2H5OPS
Source: the OMol25 dataset
Level of theory: the ωB97M-V functional and the def2-TZVPD basis

Summary:
highest occupied orbital energy: -8.748 eV
orbital gap: 9.133 eV
largest force on an atom: 2.3 eV Å⁻¹

ORCA input file:
```
! RIJCOSX wB97M-V def2-TZVPD def2/J DEFGRID3
* xyz 0 1
H 0.46078 1.75541 1.38131
S -1.98915 1.65396 -0.48796
H 1.58406 -1.08552 -0.77751
H -0.06912 -2.17165 -1.81070
O -0.61904 -0.39296 -0.96365
P 0.35013 -1.66750 -0.53769
H -0.33666 0.35287 1.69616
H 1.09962 0.08633 0.76809
C -0.72626 0.71096 -0.20361
C 0.24566 0.75809 0.93557
*
```

=====

Record 4
Formula: C2H5OPS
Source: the OMol25 dataset
Level of theory: the ωB97M-V functional and the def2-TZVPD basis

Summary:
highest occupied orbital energy: -8.723 eV
orbital gap: 8.268 eV
largest force on an atom: 2.9 eV Å⁻¹

ORCA input file:
```
! RIJCOSX wB97M-V def2-TZVPD def2/J DEFGRID3
* xyz 0 1
C 1.80824 1.66795 -0.09349
H 1.73387 2.70604 0.27220
H 2.79722 1.33812 0.19164
O 0.90804 -0.75728 -0.41198
H -2.71866 -1.08307 -1.09479
H 1.52696 -0.72286 0.33151
H -2.07723 -2.34102 0.35869
C -2.26358 -1.33299 -0.01584
S -2.22440 -0.27293 1.17285
P 0.50953 0.79804 -0.71078
*
```

=====

Record 5
Formula: C2H5PS
Source: the OMol25 dataset
Level of theory: the ωB97M-V functional and the def2-TZVPD basis

Summary:
highest occupied orbital energy: -8.359 eV
orbital gap: 8.431 eV
largest force on an atom: 3.0 eV Å⁻¹

ORCA input file:
```
! RIJCOSX wB97M-V def2-TZVPD def2/J DEFGRID3
* xyz 0 1
P 1.92215 1.85225 -0.21179
H 0.88839 -0.51007 -0.23048
H -0.86079 -1.19751 -0.54565
S -0.84095 0.96587 0.45839
C 0.89506 0.55656 -0.17429
H 3.11383 1.29630 -0.94602
H -1.23499 -1.34418 1.24406
C -1.39158 -0.77670 0.28519
H -2.49113 -0.84252 0.12060
*
```

=====

Record 6
Formula: C2H5PS
Source: the OMol25 dataset
Level of theory: the ωB97M-V functional and the def2-TZVPD basis

Summary:
highest occupied orbital energy (alpha / beta): -7.720 / -8.227 eV
orbital gap (alpha / beta): 6.904 / 7.920 eV
largest force on an atom: 5.6 eV Å⁻¹

ORCA input file:
```
! RIJCOSX wB97M-V def2-TZVPD def2/J DEFGRID3
* xyz 0 1
H -2.68059 -1.66590 0.33565
P -3.03527 -0.22942 0.31005
H 2.30535 1.25378 -0.20077
H 1.38180 0.28367 -1.18184
H -0.71250 -1.00256 0.18279
C -0.95540 0.03168 0.00571
S 0.12239 1.28409 0.42149
C 1.58704 0.50319 -0.20132
H 1.98719 -0.45853 0.32824
*
```

=====

Number 1: E_tot -495.54770 a.u.. Number 2: E_tot -495.72016 a.u.. Number 3: E_tot -893.93079 a.u.. Number 4: E_tot -893.89662 a.u.. Number 5: E_tot -818.66663 a.u.. Number 6: E_tot -818.60175 a.u..